[1]
Below is C3H8N4S in the gas phase, with properties calculated with wB97M-V/def2-TZVPD.

Charge   0
LUMO   0.0299 eV
Structure (SMILES)   CNN(C=S)/C=N\N
Relative energy (zero: lowest compared OMol25 entry of this formula, charge and spin)   86.80 kcal per mole
HOMO level   -8.625 eV
Kohn-Sham gap   8.65 eV

XYZ file:
```
16
C3H8N4S (wB97M-V/def2-TZVPD)
C -0.97342 -1.69541 -1.25698
N -1.35683 -0.39789 -0.51697
N -0.23496 0.03254 0.23942
C -0.09482 -0.63609 1.32660
S 1.02318 -0.17991 2.44071
C 0.37372 1.19408 -0.25422
N 0.50680 1.65250 -1.47899
N 0.09258 0.74971 -2.50609
H -0.45406 -1.34846 -2.24610
H -1.94955 -2.25979 -1.33265
H -0.28060 -2.37056 -0.60223
H -2.08484 -0.72127 0.22866
H -0.79862 -1.47431 1.36959
H 0.87804 1.83717 0.45012
H -0.88796 0.62867 -2.43544
H 0.32080 1.15355 -3.53720
```

[2]
Below is 2 unconnected molecules or ions with the total composition C6H12N2, with properties calculated with wB97M-V/def2-TZVPD.

Charge   0
LUMO   0.8933 eV
Structure (SMILES)   Cc1c[nH]cn1.CC
Relative energy (zero: lowest compared OMol25 entry of this formula, charge and spin)   7.31 kcal per mole
HOMO level   -8.553 eV
Kohn-Sham gap   9.45 eV

XYZ file:
```
20
C6H12N2 (wB97M-V/def2-TZVPD)
C 2.05232 -1.44656 -0.91238
C 0.92579 -1.23591 0.04319
C 1.07850 -0.65111 1.28099
N -0.20069 -0.49526 1.75336
C -1.06543 -1.00335 0.83555
N -0.39180 -1.45855 -0.20660
H 2.67538 -0.57988 -1.10450
H 1.60755 -1.89374 -1.80453
H 2.70776 -2.22393 -0.52406
H 1.87244 -0.42775 1.97364
H -0.38126 -0.39813 2.73297
H -2.11898 -0.99262 1.04805
C -1.50680 1.93076 -1.08495
C -0.73385 3.22547 -1.16670
H -2.12932 1.95537 -0.18889
H -2.05746 1.76333 -2.01115
H -0.88004 1.04838 -0.95548
H -0.12631 3.35420 -2.06096
H -1.35711 4.12273 -1.12479
H -0.01962 3.34136 -0.34178
```

[3]
Below is a molecular structure, C4H3FO, with properties calculated with wB97M-V/def2-TZVPD.

Charge   0
LUMO   0.7199 eV
Relative energy (zero: lowest compared OMol25 entry of this formula, charge and spin)   74.69 kcal per mole
HOMO level   -8.898 eV
Kohn-Sham gap   9.62 eV

XYZ file:
```
9
C4H3FO (wB97M-V/def2-TZVPD)
C -1.83783 -0.46139 -0.97540
C -1.17887 -0.00070 -0.08443
C 1.53681 -0.34301 0.00678
C -0.06885 0.64833 0.68869
O 2.10860 -1.05408 0.74418
F 0.15592 1.88490 0.30390
H -2.42160 -1.21740 -1.43317
H 1.65672 -0.02931 -1.06851
H 0.04910 0.57266 1.81796
```